# 1
{"formula": "C2", "method": "ωB97M-V/def2-TZVPD", "relative_energy_kj_mol": 714.0, "e_tot_ev": -2057.332, "lumo_ev": -2.412, "elements": ["C", "C"], "coordinates": [[-0.1465, 1.3122, -0.1991], [0.1465, -1.3122, 0.1991]]}

# 2
{"formula": "C2", "method": "ωB97M-V/def2-TZVPD", "relative_energy_kj_mol": 622.4, "e_tot_ev": -2058.281, "lumo_ev": -2.253, "elements": ["C", "C"], "coordinates": [[-1.1630, 0.1621, -0.3744], [1.1630, -0.1621, 0.3744]]}

# 3
{"formula": "C2", "method": "ωB97M-V/def2-TZVPD", "relative_energy_kj_mol": 667.9, "e_tot_ev": -2057.810, "lumo_ev": -2.249, "elements": ["C", "C"], "coordinates": [[0.0000, 0.0000, -1.2815], [0.0000, 0.0000, 1.2815]]}

# 4
{"formula": "C2", "method": "ωB97M-V/def2-TZVPD", "relative_energy_kj_mol": 0.2, "e_tot_ev": -2064.730, "lumo_ev": -4.735, "elements": ["C", "C"], "coordinates": [[0.0000, 0.0000, -0.6273], [0.0000, 0.0000, 0.6273]]}

# 5
{"formula": "C2", "method": "ωB97M-V/def2-TZVPD", "relative_energy_kj_mol": 265.5, "e_tot_ev": -2061.980, "lumo_ev": -3.050, "elements": ["C", "C"], "coordinates": [[0.0000, 0.0000, 0.9266], [0.0000, 0.0000, -0.9266]]}

# 6
{"formula": "C2", "method": "ωB97M-V/def2-TZVPD", "relative_energy_kj_mol": 270.9, "e_tot_ev": -2061.924, "lumo_ev": -3.033, "elements": ["C", "C"], "coordinates": [[0.0000, 0.0000, -0.9306], [0.0000, 0.0000, 0.9306]]}

# 7
{"formula": "C20H10BrCl56O8P", "method": "ωB97M-V/def2-TZVPD", "e_tot_ev": -817865.455, "lumo_ev": -0.080, "elements": ["Br", "Cl", "Cl", "Cl", "Cl", "Cl", "Cl", "Cl", "Cl", "Cl", "Cl", "Cl", "Cl", "Cl", "Cl", "Cl", "Cl", "Cl", "Cl", "Cl", "Cl", "Cl", "Cl", "Cl", "Cl", "Cl", "Cl", "Cl", "Cl", "Cl", "Cl", "Cl", "Cl", "Cl", "Cl", "Cl", "Cl", "Cl", "Cl", "Cl", "Cl", "Cl", "Cl", "Cl", "Cl", "Cl", "Cl", "Cl", "Cl", "Cl", "Cl", "Cl", "Cl", "Cl", "Cl", "Cl", "Cl", "P", "O", "O", "O", "O", "O", "O", "O", "O", "C", "C", "C", "C", "C", "C", "C", "C", "C", "C", "C", "C", "C", "C", "C", "C", "C", "C", "C", "C", "H", "H", "H", "H", "H", "H", "H", "H", "H", "H"], "coordinates": [[-0.9942, -0.1738, 0.1854], [-1.4461, 9.0401, -7.4047], [7.7595, 6.0015, -2.0354], [-5.9552, 1.3633, -1.5938], [-3.8603, -6.4814, -8.6466], [1.4162, 14.0707, -1.1782], [-0.8696, -8.0850, 2.9398], [-3.1795, -9.2730, -8.9079], [-5.0724, 1.4299, 4.2726], [-6.1895, -12.9425, -5.3074], [-1.4525, -9.8036, 5.1806], [2.7300, 11.9559, 0.2825], [-1.3564, 7.8381, -2.2271], [-6.7011, -10.8342, -3.4010], [-4.3179, 0.7351, -3.8870], [-4.3155, -5.3386, -1.4709], [-1.1332, -7.3427, -8.2630], [-3.1502, -8.0186, -6.3130], [-2.7707, 10.2104, -1.4257], [2.2779, 7.0367, -3.9806], [4.3071, 9.3502, 3.9928], [5.1431, 7.0322, -2.6735], [3.2896, 9.7304, -3.9442], [4.1155, 4.5969, 2.2458], [3.2675, 1.8988, 2.7873], [5.8478, 7.3798, 2.5558], [-2.1981, -6.6101, -2.9545], [2.3028, 8.5960, -6.4079], [-3.3571, 9.2445, -5.2428], [1.0228, 11.3191, -1.9534], [-3.1714, 2.1469, -1.6538], [-2.6181, -7.3202, -0.1908], [4.7695, -11.8158, 6.1773], [0.4617, 9.2679, -4.2905], [3.6134, 2.7361, 0.0576], [-3.2960, 7.7063, -0.0900], [1.2876, -9.3010, 4.4280], [-3.9897, -11.6137, -3.9938], [-3.9817, 10.3441, -7.8444], [3.9722, -9.0837, 5.7203], [6.9301, 8.6041, 4.9335], [-4.1692, 8.1048, -2.8122], [-2.2798, 2.1108, 3.9726], [-3.8780, -0.6394, -1.3912], [-4.0622, 2.2875, 1.7133], [-3.3167, -0.2863, 2.7537], [5.6669, 4.1999, -2.8728], [-5.5476, -10.2019, -5.9607], [6.3192, -9.6556, 7.2977], [4.7386, 6.7406, 5.1438], [6.3444, -10.1247, 4.4511], [5.5306, 5.4601, -0.2818], [1.4192, 3.7801, 1.5922], [3.5701, 12.5952, -2.4056], [-4.5300, -8.1210, -2.1767], [-1.9805, 11.6002, -6.1834], [-0.3944, -10.9233, 2.7399], [1.7257, -1.3365, 0.8031], [-0.5188, -2.8132, -0.0791], [-2.0212, -2.6528, 1.5328], [1.8956, -0.1541, -0.0258], [0.6549, -5.0638, 4.4484], [2.6471, -2.4692, 0.1827], [-2.7591, -2.8731, -0.5762], [2.1572, -0.9847, 2.2641], [-0.2288, -3.1566, 2.8552], [-3.6860, 1.3857, 3.1769], [-2.8971, 8.4610, -1.6367], [-5.6088, -11.4010, -4.6685], [-0.3579, -9.5252, 3.8208], [-2.6910, 10.0565, -6.6704], [5.3535, -10.1715, 5.9118], [3.1055, 3.2611, 1.6526], [-4.3342, 0.8961, -2.1271], [-1.8962, -2.8015, 0.1850], [-3.4134, -6.8388, -1.6907], [-0.0736, -1.8260, 0.7947], [2.1819, 12.4843, -1.3123], [1.1239, -3.0205, 5.7198], [0.0802, -3.9534, 5.1160], [-2.8301, -7.7781, -8.0314], [-0.8208, -3.1990, 4.1361], [6.0234, 5.6761, -1.9655], [2.0793, 8.6563, -4.6564], [5.4560, 8.0191, 4.1576], [-0.7915, -2.1711, 2.0905], [2.0574, -3.5244, 5.9508], [-0.9393, -2.1933, 4.5487], [-1.8131, -3.6439, 4.1126], [2.6380, -2.2545, -0.7615], [1.5667, -4.8320, 4.2603], [1.3420, -2.1793, 5.0649], [-0.8460, -1.2687, 2.6907], [2.5332, -0.0823, 2.2058], [0.7328, -2.5960, 6.6388], [-0.5289, -4.3567, 5.9188]]}

# 8
{"formula": "C20H10CdClIN2O5S5", "method": "ωB97M-V/def2-TZVPD", "relative_energy_kj_mol": 0.0, "total_charge": -2, "e_tot_ev": -113488.821, "lumo_ev": 3.919, "elements": ["I", "Cd", "Cl", "S", "S", "S", "S", "S", "O", "O", "O", "O", "O", "N", "N", "C", "C", "C", "C", "C", "C", "C", "C", "C", "C", "C", "C", "C", "C", "C", "C", "C", "C", "C", "C", "H", "H", "H", "H", "H", "H", "H", "H", "H", "H"], "coordinates": [[1.2997, 5.5628, 1.2357], [-0.5930, 0.4971, 0.8689], [5.8803, 2.7114, -0.8662], [1.3498, -5.1954, 2.0697], [0.5676, -4.4222, -0.7632], [-1.2569, -1.9708, 0.8876], [0.0321, -3.0273, 3.3587], [1.7148, -4.8301, 5.0182], [-0.9884, 0.7595, -3.6108], [-2.3872, 0.9584, 2.2583], [-0.1539, 0.5013, -1.5283], [0.4090, 2.4953, 1.4389], [-4.5935, 1.4779, 2.3124], [1.6088, 0.2542, 0.6304], [-2.4415, 1.2215, -0.4444], [3.5461, 1.3994, -0.1147], [-4.6383, 2.1081, -0.3831], [-4.5139, 2.3788, -1.7425], [2.2314, 3.7878, 0.6725], [1.5206, 2.6157, 0.9100], [3.5242, 3.8091, 0.0620], [0.4904, -4.1264, 1.0135], [-1.0406, 0.7734, -2.3734], [2.0034, -0.8676, 0.0847], [-3.5170, 1.5721, 0.2285], [-1.0692, -4.8060, -1.2991], [-3.5089, 1.2798, 1.7431], [-3.3710, 2.0269, -2.4714], [4.2043, 2.6672, -0.2699], [-0.2093, -3.1171, 1.6236], [4.0405, 0.1442, -0.5236], [2.2662, 1.3981, 0.5048], [1.0076, -4.4186, 3.6052], [-2.3208, 1.3761, -1.7634], [3.2935, -1.0220, -0.4525], [-5.4945, 2.3582, 0.2209], [-3.2329, 2.1713, -3.5497], [-5.3718, 2.8307, -2.2310], [3.6133, -1.9132, -0.9589], [1.3767, -1.7177, 0.1186], [-1.5038, -5.7520, -1.0298], [5.0216, 0.2467, -0.9818], [-0.9266, -4.9008, -2.4123], [-1.8618, -4.0823, -1.0423], [3.9927, 4.7867, -0.0540]]}